No. 1
The following is a DFT calculation (ωB97M-V with the def2-TZVPD basis set) of C20H13AsF6GeN2PtS2 as an isolated structure in a non-equilibrium geometry.

Computed properties:
E = -182477.0126 eV
LUMO level (spin up / spin down) = -0.4693 / -0.4825 Ha
Energy relative to the best compared isomer or geometry (same formula, charge and spin) = 37.3 kcal per mole
2S+1 = 2
Gap between HOMO and LUMO (spin up / spin down) = 5.402 / 5.041 eV
Expectation value of S² = 0.77
Charge = +3

Positions of all 46 atoms, in Å:
1 Pt 0.942 0.120 0.307
2 S 2.995 -0.751 0.155
3 C 3.271 -1.640 1.522
4 C 4.506 -2.318 1.724
5 C 4.672 -3.047 2.857
6 C 5.899 -3.732 3.101
7 N 6.886 -4.285 3.299
8 C 3.601 -3.146 3.857
9 C 2.403 -2.523 3.679
10 C 2.204 -1.757 2.506
11 S 0.737 -1.035 2.186
12 C 3.833 -3.920 5.030
13 N 4.010 -4.545 5.978
14 H 5.303 -2.237 0.996
15 H 1.623 -2.605 4.425
16 Ge -1.902 1.047 -0.208
17 C -1.252 -0.666 -0.751
18 C -0.634 -0.959 -1.991
19 C -0.566 -2.269 -2.417
20 C -1.095 -3.289 -1.622
21 C -1.683 -3.016 -0.390
22 C -1.744 -1.713 0.067
23 C -2.913 2.305 -1.300
24 C -2.763 2.487 -2.691
25 C -3.505 3.475 -3.413
26 C -4.430 4.253 -2.769
27 C -4.595 4.082 -1.393
28 C -3.841 3.090 -0.665
29 H -2.471 1.065 1.204
30 H -0.237 -0.166 -2.613
31 H -0.116 -2.507 -3.371
32 H -1.047 -4.312 -1.972
33 H -2.094 -3.819 0.207
34 H -2.209 -1.499 1.024
35 H -2.085 1.863 -3.261
36 H -3.318 3.591 -4.473
37 H -5.014 4.989 -3.304
38 H -5.284 4.712 -0.842
39 H -4.041 2.997 0.397
40 F 1.126 1.474 -1.337
41 As 0.960 3.276 -0.770
42 F -0.502 2.362 0.268
43 F 1.904 2.783 0.554
44 F 0.465 4.701 -0.057
45 F 2.229 3.738 -1.744
46 F -0.230 3.342 -1.992

***

No. 2
The following is a DFT calculation (ωB97M-V with the def2-TZVPD basis set) of C20H13BrI3N3O8Pd as an isolated structure.

Computed properties:
E = -139621.2090 eV
LUMO level = -0.0390 Ha
Energy relative to the best compared isomer or geometry (same formula, charge and spin) = 5.4 kcal per mole
Gap between HOMO and LUMO = 7.970 eV
Charge = 0

Positions of all 49 atoms, in Å:
1 Pd -1.342 -1.113 0.820
2 I -1.095 -2.622 2.977
3 C -2.980 -3.578 2.701
4 I -3.048 -4.787 0.975
5 H -3.693 -2.771 2.581
6 H -3.155 -4.188 3.578
7 O 1.115 0.579 1.199
8 C 1.418 -0.506 0.721
9 O 0.594 -1.448 0.405
10 C 2.861 -0.828 0.422
11 C 3.226 -2.050 -0.127
12 C 4.563 -2.293 -0.378
13 C 5.555 -1.372 -0.105
14 C 5.152 -0.169 0.440
15 C 3.829 0.124 0.709
16 N 6.186 0.843 0.746
17 O 7.337 0.556 0.494
18 O 5.812 1.899 1.208
19 N 4.955 -3.593 -0.962
20 O 4.073 -4.399 -1.169
21 O 6.135 -3.776 -1.174
22 H 2.480 -2.797 -0.353
23 H 6.594 -1.582 -0.308
24 H 3.544 1.074 1.136
25 Br -2.461 2.122 -4.911
26 C -2.122 1.198 -3.310
27 C -1.036 1.547 -2.526
28 C -0.825 0.852 -1.353
29 N -1.634 -0.138 -0.964
30 C -2.685 -0.473 -1.722
31 C -2.964 0.174 -2.910
32 H -0.371 2.350 -2.807
33 H -0.011 1.097 -0.681
34 H -3.322 -1.261 -1.345
35 H -3.824 -0.114 -3.495
36 I -0.805 5.580 0.034
37 C -1.868 3.824 0.407
38 C -3.007 3.542 -0.336
39 C -3.694 2.362 -0.103
40 C -3.237 1.456 0.846
41 C -2.115 1.767 1.604
42 C -1.426 2.951 1.389
43 C -3.983 0.156 0.997
44 O -5.184 0.122 0.840
45 O -3.285 -0.941 1.234
46 H -3.354 4.237 -1.090
47 H -4.591 2.128 -0.663
48 H -1.769 1.079 2.365
49 H -0.542 3.180 1.968